Entry from OMol25: a structure of composition C50H135CuF4N5O27S4 at a distorted geometry (ωB97M-V/def2-TZVPD).

Calculated values
- HOMO energy (spin up / spin down) (hartree) = -0.283 / -0.283
- total charge = 0
- multiplicity = 2

CARTESIAN COORDINATES (ANGSTROEM)
Cu: 3.49871 0.01408 -1.59440
N: 5.28391 0.76784 -0.89309
S: 6.70333 0.93459 -1.52707
O: 7.69949 -0.11083 -1.36455
O: 7.21528 2.25381 -1.88122
F: 6.21087 0.46812 -3.00287
S: 5.80590 1.61991 0.49256
O: 5.72860 3.05481 0.49646
O: 6.86657 0.98755 1.31307
F: 4.50871 1.23217 1.39557
N: 1.61906 0.46676 -0.95445
S: 0.18413 -0.15072 -1.30383
O: -0.68069 0.56803 -2.24295
O: -0.38907 -1.11774 -0.37689
F: 0.93993 -1.11931 -2.28349
S: 0.78738 1.59034 0.08186
O: 0.44412 1.11688 1.38716
O: -0.10335 2.53175 -0.58657
F: 2.13336 2.48437 0.29109
C: -0.93578 -4.85295 0.56482
C: -0.13204 -5.60069 -0.52445
C: 1.17235 -6.31169 0.06431
C: 0.94192 -7.62453 0.76149
C: 0.24135 -8.56159 -0.21182
C: -1.09585 -7.99024 -0.79899
N: -0.89074 -6.62650 -1.26429
O: -2.00094 -6.05795 -1.95265
C: -1.38417 -8.85912 -2.05210
C: -2.22019 -8.16672 0.24279
C: 0.52967 -4.59545 -1.47181
H: -0.41181 -4.04262 1.07169
H: -1.14831 -5.58392 1.34496
H: -1.89511 -4.46594 0.22132
H: 1.90625 -6.53926 -0.70880
H: 1.64434 -5.63140 0.77321
H: 0.30647 -7.50764 1.63935
H: 1.90596 -7.94279 1.15828
H: 0.11326 -9.51572 0.29938
H: 0.91202 -8.77889 -1.04313
H: -0.69584 -8.61818 -2.86219
H: -1.31224 -9.94014 -1.93244
H: -2.41832 -8.67067 -2.34043
H: -3.01772 -7.49047 -0.06496
H: -2.54735 -9.20234 0.33534
H: -1.98608 -7.79889 1.24179
H: -0.26168 -4.05503 -1.99125
H: 1.13103 -5.15176 -2.19082
H: 1.11973 -3.80140 -1.01420
H: -2.59815 -5.89181 -1.21962
C: -2.39039 -2.87213 7.94223
C: -1.46567 -2.51168 6.72410
C: -1.09447 -3.81485 6.02294
C: -0.45041 -3.69231 4.66752
C: -1.34370 -2.84628 3.76704
C: -1.84089 -1.54301 4.35159
N: -2.25646 -1.74798 5.77098
O: -2.89365 -0.61356 6.35235
C: -0.76959 -0.38928 4.25917
C: -3.07667 -1.01237 3.47556
C: -0.24757 -1.77953 7.24473
H: -3.35125 -3.27890 7.62698
H: -2.45824 -2.10857 8.71712
H: -2.01772 -3.75338 8.46435
H: -0.29948 -4.28613 6.60086
H: -1.94447 -4.49500 6.07768
H: -0.19036 -4.67011 4.26208
H: 0.47793 -3.17913 4.91837
H: -2.18734 -3.44566 3.42481
H: -0.75890 -2.55474 2.89462
H: -0.65173 -0.00046 3.24772
H: -1.03283 0.42095 4.93913
H: 0.19489 -0.78165 4.58154
H: -3.86421 -1.76416 3.42374
H: -3.53726 -0.09631 3.84542
H: -2.85596 -0.67561 2.46266
H: -0.52137 -0.73198 7.37035
H: 0.57571 -1.72638 6.53235
H: 0.16751 -2.10255 8.19943
H: -2.13464 -0.04818 6.51311
C: -2.10616 -2.05754 -4.04663
C: -3.39652 -1.95382 -3.17979
C: -3.32846 -3.17020 -2.23434
C: -4.32849 -3.10411 -1.09658
C: -4.15535 -1.84061 -0.33804
C: -4.20500 -0.53457 -1.20552
N: -3.34929 -0.70400 -2.40235
O: -3.36099 0.48201 -3.16915
C: -5.70308 -0.20237 -1.46657
C: -3.66188 0.71813 -0.38607
C: -4.63347 -2.18274 -4.14370
H: -2.03520 -3.02363 -4.54637
H: -1.21785 -1.98276 -3.41940
H: -1.97028 -1.29949 -4.81800
H: -3.46173 -4.09978 -2.78770
H: -2.35267 -3.27621 -1.76032
H: -4.12885 -3.95176 -0.44103
H: -5.36798 -3.19590 -1.41145
H: -3.26848 -1.81094 0.29496
H: -4.94564 -1.76709 0.40905
H: -6.24964 -1.09358 -1.77494
H: -6.30765 0.08275 -0.60558
H: -5.74803 0.53490 -2.26814
H: -2.57265 0.67770 -0.37889
H: -3.97278 1.68883 -0.77231
H: -3.95836 0.84028 0.65569
H: -4.46315 -2.99398 -4.85149
H: -4.79520 -1.31682 -4.78568
H: -5.60425 -2.26124 -3.65428
H: -2.53126 0.93038 -2.98996
C: 4.01803 -1.88225 5.95229
C: 3.33044 -2.03450 4.52040
O: 3.80609 -3.29812 3.99179
H: 3.70277 -0.97856 6.47388
H: 5.10132 -1.77465 5.89759
H: 3.79020 -2.74603 6.57686
H: 3.80425 -1.21779 3.97580
H: 2.25021 -1.88922 4.53035
H: 3.52725 -4.00152 4.58261
C: 0.28234 6.72647 2.74631
C: 0.10643 6.15734 1.32660
O: -0.61583 7.07177 0.55378
H: 0.90678 7.61987 2.75021
H: 0.86767 6.02918 3.34570
H: -0.60323 6.97500 3.33120
H: -0.25848 5.13046 1.30483
H: 1.07566 6.12576 0.82892
H: -0.54223 6.74057 -0.34427
C: -2.87925 4.10156 -1.63246
C: -3.11912 4.28265 -0.17828
O: -4.26659 5.09564 0.11585
H: -3.70560 3.56360 -2.09704
H: -2.05491 3.40289 -1.77534
H: -2.65665 5.04004 -2.14019
H: -2.23052 4.80961 0.16928
H: -3.15253 3.33969 0.36744
H: -5.01878 4.57559 -0.17631
C: -3.04428 -0.54134 -7.78311
C: -1.52062 -0.41482 -7.78339
O: -1.02587 -0.08040 -9.01209
H: -3.35036 -0.92452 -6.80967
H: -3.39897 -1.35589 -8.41461
H: -3.58419 0.35308 -8.09393
H: -0.98137 -1.30282 -7.45357
H: -1.25369 0.39708 -7.10689
H: -1.31999 0.79803 -9.26402
C: -2.90713 2.74179 4.68973
C: -2.11959 2.93874 3.41961
O: -1.78047 4.27851 3.36474
H: -3.49738 3.62761 4.92432
H: -2.31067 2.59158 5.58961
H: -3.51051 1.83604 4.62928
H: -2.66898 2.54522 2.56438
H: -1.15884 2.42570 3.46266
H: -2.61946 4.71515 3.20029
C: 2.21463 -2.50808 1.39022
C: 3.33824 -1.57353 1.06130
O: 3.74463 -1.81783 -0.26268
H: 2.61113 -3.49956 1.60902
H: 1.39733 -2.51952 0.66911
H: 1.76863 -2.15418 2.31971
H: 4.20943 -1.76072 1.68906
H: 3.01261 -0.54235 1.19817
H: 4.40146 -2.51795 -0.26186
C: 2.33949 1.87901 3.70459
C: 2.72237 3.32114 3.28120
O: 2.75917 4.12344 4.41578
H: 1.27406 1.90479 3.93329
H: 2.94837 1.46125 4.50636
H: 2.33673 1.19670 2.85456
H: 2.00430 3.66770 2.53798
H: 3.72889 3.39431 2.86929
H: 1.84106 4.14081 4.69573
C: -1.81078 7.73636 -3.92156
O: -1.02117 6.62720 -4.11836
H: -2.17886 8.21068 -4.83130
H: -2.65260 7.38133 -3.32710
H: -1.19998 8.47620 -3.40418
H: -0.39109 6.50033 -3.40527
C: 0.94024 4.75537 -2.44446
O: 1.07105 6.18152 -2.25932
H: 1.21450 4.48224 -3.46342
H: 1.60901 4.28951 -1.72071
H: -0.06880 4.44033 -2.17859
H: 1.95739 6.43771 -1.99406
C: -1.29075 3.30123 -5.22797
O: -1.58442 4.33672 -6.09766
H: -1.30567 2.32265 -5.70783
H: -0.35103 3.41734 -4.68802
H: -2.07076 3.33013 -4.46714
H: -1.58830 5.12208 -5.54557
C: 5.34810 4.71937 -3.09006
O: 5.13527 3.69064 -4.01964
H: 4.73330 4.79200 -2.19292
H: 6.40714 4.68910 -2.83388
H: 5.18512 5.66634 -3.60463
H: 5.45665 4.03685 -4.85537
C: 2.48488 1.51346 -4.17208
O: 3.45773 1.63779 -3.06066
H: 2.84126 0.98503 -5.05630
H: 1.59294 1.01404 -3.79377
H: 2.12277 2.50598 -4.44016
H: 4.08887 2.28612 -3.38147
C: 0.12366 5.50125 6.11353
O: 0.06998 4.29548 5.39570
H: 0.74609 6.25682 5.63416
H: -0.86555 5.95783 6.14631
H: 0.46836 5.38357 7.14087
H: -0.58742 4.30171 4.69615
C: 3.95324 7.45125 -0.12881
O: 3.70409 7.28609 -1.54965
H: 3.19384 6.88570 0.41116
H: 4.77923 6.81148 0.18190
H: 4.10932 8.50028 0.12274
H: 3.95225 8.07128 -2.04309
C: 1.97990 -1.75679 -6.02460
O: 2.08513 -2.66228 -4.91694
H: 2.93030 -1.25280 -6.20019
H: 1.68512 -2.31271 -6.91463
H: 1.22955 -1.00404 -5.78285
H: 1.47786 -3.36485 -5.16030
C: 4.80704 -2.55876 -3.22891
O: 3.62023 -1.72763 -3.04797
H: 5.09612 -2.59992 -4.27906
H: 5.66427 -2.18418 -2.66950
H: 4.59015 -3.58338 -2.92689
H: 2.95993 -2.11798 -3.62523

Force components x, y, z for each atom (eV/Å):
Cu 0.2 -0.3 -0.4
N 1.7 2.3 3.5
S 4.4 -2.0 -7.9
O -1.2 1.1 1.5
O -1.0 -1.0 1.9
F -0.6 0.1 -0.1
S -1.5 -0.4 5.5
O 0.1 -1.1 -0.9
O -1.8 1.1 -2.6
F 0.3 0.0 -0.7
N -4.0 3.0 3.2
S -0.8 -4.6 -4.6
O 1.1 -0.6 1.9
O 0.0 1.8 -0.2
F -0.2 -1.4 -1.3
S 3.6 4.1 -0.2
O -0.1 -0.2 -0.2
O 1.0 -1.5 1.2
F -1.1 -0.7 0.2
C 0.0 -1.1 0.4
C 2.2 -0.2 0.5
C -1.0 0.3 0.6
C -0.7 0.3 0.1
C 0.5 0.2 0.1
C 0.9 -1.6 0.5
N 1.3 0.8 -0.5
O 0.6 -0.7 0.8
C -0.7 0.3 0.1
C 0.0 0.9 -0.2
C -1.3 0.3 -0.9
H 0.3 0.1 -0.5
H -0.3 -0.1 0.3
H 0.0 0.1 -0.2
H -0.2 0.4 -0.4
H 0.0 0.3 -0.1
H -0.2 0.2 0.2
H 0.0 -0.6 -0.2
H -0.6 -0.1 -0.2
H 0.1 0.1 -0.2
H -0.1 0.3 0.0
H 0.1 0.0 0.7
H 0.1 0.1 -0.4
H -0.6 -0.5 -0.1
H -0.2 0.1 -0.2
H 0.5 -0.1 0.1
H 0.0 0.0 -0.4
H 0.0 0.2 -0.1
H 0.1 -0.4 0.4
H -0.8 0.4 -0.1
C 0.2 -0.6 -0.1
C -1.0 -2.2 1.2
C 0.5 -1.3 0.6
C -0.5 1.1 0.5
C 0.8 -0.5 -0.7
C -1.6 1.0 -1.5
N 0.6 3.2 0.0
O 0.3 -2.3 -1.1
C 0.3 -0.6 1.2
C -0.2 0.0 0.8
C 0.6 1.8 -0.6
H -0.3 0.7 -0.2
H -0.3 0.2 -0.4
H 0.8 0.1 -0.2
H -0.3 -0.1 0.7
H -0.1 0.0 -0.3
H -0.2 0.1 -0.2
H 0.3 0.1 -0.7
H -0.1 0.0 0.0
H -0.2 0.0 -0.3
H -0.3 -0.2 -0.1
H 0.0 0.2 -0.2
H 0.1 0.1 -0.1
H 0.1 -0.1 0.0
H 0.2 -0.2 0.7
H 0.9 -0.7 -0.1
H 0.1 0.2 0.4
H 0.0 -0.3 -0.1
H -0.5 -0.5 -0.1
H 0.3 0.8 0.3
C 0.2 0.2 0.2
C 0.0 -0.7 -1.4
C -0.3 0.2 0.4
C 0.2 -0.5 -0.4
C 0.1 1.8 0.8
C -0.8 0.7 1.3
N -0.1 -0.2 1.2
O -1.0 -0.6 -0.6
C 0.1 -0.8 -0.9
C 0.5 -0.6 -0.4
C 0.3 1.3 0.1
H -0.3 -0.2 0.0
H -0.1 0.0 0.2
H -0.5 0.2 0.0
H -0.1 0.2 -0.4
H 0.3 0.4 -0.2
H -0.2 -0.2 0.2
H 0.0 -0.1 -0.3
H 0.6 -0.3 -0.4
H -0.4 0.2 0.0
H 0.1 -0.2 -0.5
H 0.6 0.6 0.3
H -0.3 0.1 0.1
H 0.1 0.1 -0.1
H 0.0 -0.3 -0.7
H -0.4 -0.9 0.3
H 0.0 -0.3 0.4
H 0.4 0.3 0.0
H 0.2 -0.5 0.3
H 0.6 -0.3 0.3
C -1.0 0.2 -0.7
C 2.8 -0.3 2.0
O -0.8 1.1 -0.3
H -0.4 0.0 0.0
H -0.1 -0.3 -0.5
H 0.0 -0.1 0.1
H -0.4 -0.3 -0.7
H -0.1 -0.3 0.0
H 0.0 0.0 0.1
C 0.7 -0.4 0.0
C 1.1 0.7 0.8
O -1.1 0.1 -0.3
H -0.1 0.2 -0.4
H -0.1 -0.3 0.0
H -0.4 -0.2 -0.5
H -0.5 0.0 0.2
H 0.6 -0.4 0.4
H -0.1 0.3 -0.4
C -0.2 -1.0 -0.8
C 0.6 0.9 0.5
O 0.4 -0.4 0.1
H -0.3 0.3 -0.3
H 0.3 0.2 0.1
H -0.2 0.0 0.0
H -0.2 0.2 0.6
H -0.1 -0.2 0.0
H -0.3 0.1 -0.1
C 0.1 -1.4 0.3
C -1.0 0.7 1.1
O 1.0 0.1 -2.2
H -0.2 0.7 0.4
H 0.3 0.0 -0.5
H 0.2 0.2 0.3
H -0.3 -0.2 0.0
H 0.0 -0.1 0.6
H 0.0 0.0 0.0
C -0.3 -1.0 0.8
C 0.5 -1.2 0.9
O 0.0 1.2 -1.0
H -0.4 -0.2 -0.3
H 0.5 0.2 -0.1
H -0.5 0.2 0.0
H 0.0 0.3 -0.3
H 0.0 -0.4 -0.1
H 0.1 0.8 -0.1
C -0.5 -0.2 1.1
C 0.0 -0.4 0.3
O 0.1 0.4 -0.8
H -0.2 -0.2 -0.3
H 0.3 0.1 -0.3
H -0.2 -0.1 0.3
H -0.2 0.2 0.4
H 0.2 0.0 -0.4
H 0.1 0.1 -0.2
C -0.3 0.2 -1.2
C 0.8 -1.4 0.1
O -0.2 0.8 0.4
H -0.1 0.0 0.7
H 0.0 0.3 0.1
H 0.5 0.0 -0.1
H -0.1 0.1 -0.1
H -0.1 -0.4 -0.3
H -0.4 0.3 0.7
C -0.3 0.6 1.1
O 0.6 -1.7 -1.7
H 0.2 -0.4 -0.3
H -0.4 0.8 0.2
H -0.4 0.4 0.3
H 0.4 0.3 0.2
C 0.9 0.6 0.8
O -1.3 -0.2 -0.2
H -0.1 -0.1 0.0
H 0.0 -0.4 -0.2
H 0.0 0.2 -0.3
H 0.5 0.0 0.0
C -0.5 -0.5 1.2
O 0.2 0.4 -1.1
H 0.0 0.2 -0.2
H 0.3 0.0 -0.2
H -0.1 -0.6 0.4
H 0.1 0.5 0.0
C 1.3 1.6 -0.2
O -1.0 -0.8 -0.2
H -0.2 -1.0 -0.2
H 0.0 0.1 0.6
H -0.1 0.3 0.1
H -0.1 -0.4 -0.1
C 0.0 0.5 1.4
O -1.8 -0.6 -1.6
H 0.4 0.0 0.2
H 0.2 -0.3 0.2
H 0.3 0.1 -0.2
H 0.8 0.3 0.0
C -0.7 1.0 -0.2
O 0.9 -0.9 0.7
H 0.4 -0.1 -0.1
H -0.2 0.0 0.2
H 0.1 -0.5 -0.1
H -0.3 0.7 -0.3
C 0.3 -1.2 -0.6
O -0.2 -0.2 0.5
H -0.8 0.9 0.0
H 0.8 0.5 -0.4
H -0.3 -0.3 0.3
H 0.1 0.0 0.2
C -0.1 0.3 0.2
O -0.3 -0.3 -0.9
H 0.0 -0.2 0.1
H 0.1 0.2 -0.1
H -0.1 0.1 -0.2
H 0.0 -0.3 0.6
C -0.7 0.3 -0.1
O 2.0 -0.2 0.4
H 0.0 0.2 -0.1
H -0.3 0.3 0.1
H 0.0 -0.1 0.2
H -0.6 0.0 -0.2

These are the Löwdin partial charges, in e, on atoms 1 to 2: Cu 0.2725; N -0.2607

---

Entry from OMol25: a cluster of 2 separate species, C10H15O6 in total (ωB97M-V/def2-TZVPD).

Calculated values
- HOMO energy (hartree) = -0.162
- total charge = -1
- multiplicity = 1

CARTESIAN COORDINATES (ANGSTROEM)
C: -2.19702 1.87013 1.40945
C: -2.18357 1.77612 -0.12134
C: -1.45496 0.52766 -0.57352
O: -1.90746 -0.56571 -0.29616
O: -0.27245 0.66686 -1.19254
C: -0.40167 1.21355 -2.53327
C: 0.81722 2.01644 -2.91314
C: 1.93793 1.19488 -3.61235
O: 1.77011 -0.03679 -3.66475
O: 2.88294 1.89227 -4.04142
H: -2.98933 2.54653 1.71729
H: -2.39922 0.88532 1.81956
H: -1.24836 2.23602 1.79041
H: -3.20963 1.67436 -0.47120
H: -1.76822 2.67503 -0.56865
H: -0.53481 0.38309 -3.22066
H: -1.29861 1.84179 -2.57600
H: 0.52118 2.80854 -3.59833
H: 1.26275 2.48138 -2.03651
O: 1.74079 -1.43636 4.42529
C: 1.41869 -1.74552 3.31192
O: 1.51337 -0.90727 2.26584
C: 0.97409 -1.52297 1.06869
C: 1.05542 -3.01948 1.33382
C: 0.86599 -3.08191 2.84832
H: -0.04259 -1.16652 0.92464
H: 1.56626 -1.20853 0.21373
H: 0.32019 -3.58524 0.76596
H: 2.04732 -3.38828 1.06879
H: -0.18757 -3.12790 3.12913
H: 1.40121 -3.89747 3.32700

Force components x, y, z for each atom (eV/Å):
C 0.0 -0.1 -0.4
C -0.1 0.1 -0.1
C -0.3 -0.7 0.3
O 0.4 0.5 0.0
O -0.3 -0.1 0.0
C 0.0 0.5 -0.2
C 0.0 -0.3 -0.1
C 0.3 0.3 -0.1
O -0.1 -0.3 0.0
O -0.1 -0.1 0.1
H 0.0 0.1 0.2
H 0.0 -0.1 0.2
H 0.1 0.0 0.1
H -0.1 0.0 0.0
H 0.1 0.0 0.0
H 0.1 -0.2 0.0
H 0.0 0.0 0.2
H 0.0 0.2 0.0
H -0.1 0.1 0.1
O 0.0 0.0 0.1
C 0.0 -0.1 0.0
O 0.0 0.0 0.0
C 0.1 0.0 -0.2
C -0.1 0.0 0.1
C 0.1 0.0 -0.3
H 0.0 -0.1 0.1
H 0.0 0.1 0.1
H 0.0 0.1 0.0
H 0.0 0.0 0.0
H 0.0 0.0 0.0
H -0.1 0.0 0.1

These are the natural (NBO) partial charges, in e, on atoms 1 to 2: C -0.5947; C -0.5201

---

Entry from OMol25: a structure of composition C3H9NS2 at a distorted geometry (ωB97M-V/def2-TZVPD).

Calculated values
- HOMO energy (spin up / spin down) (hartree) = -0.468 / -0.472
- total charge = +1
- energy relative to the best compared isomer or geometry (same formula, charge and spin) (eV) = 6.493
- multiplicity = 2

CARTESIAN COORDINATES (ANGSTROEM)
S: 4.58300 -0.36131 0.74712
S: -3.10508 0.61836 1.56976
C: -1.77683 -0.24590 0.37462
C: -0.61120 -0.15626 -0.49881
N: 0.66937 0.18576 0.09238
C: 1.88210 0.04231 -0.68302
H: -3.53129 1.59916 0.76482
H: -1.69979 -1.09047 1.06371
H: -2.75180 -0.33994 0.10698
H: -0.80020 0.60242 -1.27296
H: -0.48039 -1.08011 -1.11138
H: 0.74293 -0.05452 1.08086
H: 1.97184 -0.89286 -1.22414
H: 2.71109 0.15277 0.05998
H: 2.19625 1.02057 -1.06993

Force components x, y, z for each atom (eV/Å):
S 0.6 -0.1 0.3
S 1.5 1.6 1.1
C -0.1 -1.4 4.0
C 0.1 2.2 -1.1
N -0.5 -1.9 -0.7
C 1.2 1.6 2.2
H 0.0 0.0 -0.2
H 0.4 -0.2 -0.2
H -1.9 -1.8 -4.0
H 0.3 0.0 -0.2
H 0.0 0.2 0.5
H 0.0 0.7 0.3
H -0.3 0.3 -0.6
H -0.6 -1.0 0.0
H -0.8 -0.2 -1.4

These are the natural (NBO) partial charges, in e, on atoms 1 to 2: S 0.0393; S 0.0271

---

Number 1 is which compound? C50H135CuF4N5O27S4

---

Among the records above, which one has the lowest multiplicity? C10H15O6

---

multiplicity of number 3 (C3H9NS2)? 2